2 unconnected molecules or ions with the total composition C4H2F2 in a non-equilibrium geometry. Source: OMol25; level of theory: wB97M-V/def2-TZVPD.

- energy above the lowest of the compared OMol25 structures with the same formula, charge and spin (kJ/mol) = 657.3
- HOMO energy (alpha / beta) (eV) = -9.50 / -10.15
- F_max (eV/A) = 4.10

Last column: Mulliken charge in e.
Atoms and positions in Å:
1 F -1.728 -0.914 -0.357  -0.194
2 F -0.774 -0.554 1.579  -0.172
3 C -0.717 -0.352 0.320  0.750
4 C 0.831 -0.555 -0.423  0.319
5 C 0.102 0.660 -0.379  -0.856
6 C 1.574 -1.592 -0.653  -0.282
7 H 0.742 2.011 1.095  0.105
8 H -0.031 1.295 -1.182  0.329

A single C7H9NO2S3 molecule in a non-equilibrium geometry. Source: OMol25; level of theory: wB97M-V/def2-TZVPD.

- energy above the lowest of the compared OMol25 structures with the same formula, charge and spin (kJ/mol) = 0.0
- SMILES = Cc1ccc(S(=O)(=O)SSN)cc1
- HOMO energy (eV) = -9.00
- F_max (eV/A) = 4.82

Last column: Mulliken charge in e.
Atoms and positions in Å:
1 S 0.398 0.321 -2.026  1.192
2 S 2.317 -0.575 -1.885  -0.130
3 S 2.813 -0.010 -3.747  0.037
4 O -0.396 -0.430 -2.972  -0.629
5 O 0.788 1.697 -2.362  -0.648
6 N 3.211 1.656 -3.802  -0.545
7 C -1.502 -0.570 -0.326  -0.672
8 C -1.788 -0.958 3.481  -1.327
9 C -1.221 -0.735 2.083  0.666
10 C 0.534 0.379 0.734  -0.352
11 C -1.914 -0.981 0.934  -0.496
12 C 0.027 -0.027 1.937  -0.526
13 C -0.301 0.099 -0.361  0.414
14 H 3.736 1.816 -3.024  0.278
15 H 1.548 0.711 0.662  0.416
16 H -2.135 -0.581 -1.214  0.413
17 H -2.436 -0.072 3.750  0.296
18 H -2.619 -1.688 3.480  0.373
19 H -1.077 -1.270 4.309  0.337
20 H 0.619 0.219 2.910  0.201
21 H -2.894 -1.303 1.142  0.354
22 H 2.294 2.303 -3.704  0.348